1.
Here is 7 unconnected molecules or ions with the total composition C18H51ClN4O7 in a non-equilibrium geometry from the OMol25 dataset. Energies are from wB97M-V/def2-TZVPD.

Multiplicity ... 1
Total charge ... +2
Kohn-Sham gap ... 9.3 eV
DFT total energy ... -52293.319 eV
E_HOMO ... -0.50180 Eh
Largest force on an atom ... 0.0931 hartree/bohr
M ... 471.1 g mol⁻¹

Cartesian coordinates (Å):
Cl (-0.79218, -0.57962, 1.47170)
C (-4.03734, 1.39115, -1.44123)
N (-4.51398, 2.30423, -0.37914)
C (-5.78662, 2.93901, -0.77029)
C (-4.78900, 1.43850, 0.87004)
C (-3.52651, 3.41517, -0.01745)
C (-2.25962, 2.89123, 0.57991)
O (-1.48434, 2.02361, -0.30041)
H (-3.05643, 0.97760, -1.17657)
H (-4.02697, 1.92387, -2.33124)
H (-4.90008, 0.65817, -1.51147)
H (-5.49621, 3.61760, -1.59929)
H (-6.16169, 3.61561, 0.06047)
H (-6.48740, 2.18056, -1.07081)
H (-5.51722, 0.66754, 0.58967)
H (-5.11391, 1.96067, 1.76535)
H (-3.85202, 0.90964, 1.05298)
H (-4.02184, 4.12564, 0.63361)
H (-3.28383, 3.98316, -0.96049)
H (-2.42036, 2.41859, 1.57247)
H (-1.56740, 3.71350, 0.81684)
H (-1.08966, 1.30073, 0.22007)
C (-0.03322, -4.08310, -0.10995)
C (-0.78819, -3.50497, -1.30265)
C (-2.25983, -3.84662, -1.17031)
O (-2.70975, -3.74550, -2.47056)
C (-3.93698, -4.40675, -2.62659)
N (-0.76228, -2.00998, -1.54400)
H (-1.48456, -1.92122, -2.28972)
H (-1.22594, -1.57984, -0.73347)
H (0.10395, -1.59982, -1.66333)
H (-0.08545, -5.15626, -0.36752)
H (-0.60014, -3.98423, 0.82128)
H (0.96280, -3.64314, -0.10732)
H (-0.33889, -3.93362, -2.18674)
H (-2.83078, -3.26907, -0.46591)
H (-2.36026, -4.87317, -0.81561)
H (-4.27341, -4.32968, -3.68533)
H (-4.75424, -4.04499, -2.00416)
H (-3.74992, -5.44370, -2.51677)
C (0.68916, 0.83982, 5.70161)
C (0.52574, 0.65933, 4.15026)
C (1.32589, 1.79500, 3.37827)
O (2.63021, 1.53322, 3.66918)
C (3.42426, 2.53916, 3.02122)
N (1.02130, -0.67351, 3.73207)
H (2.00707, -0.55481, 3.50054)
H (0.98170, -1.38070, 4.46268)
H (0.40568, -0.94201, 2.91547)
H (0.63913, 1.91157, 5.92130)
H (1.62799, 0.57098, 6.07534)
H (-0.08986, 0.30251, 6.19976)
H (-0.50104, 0.64552, 3.76703)
H (1.11543, 2.79396, 3.84566)
H (1.09298, 1.72269, 2.31609)
H (4.44391, 2.60211, 3.37412)
H (3.02750, 3.55158, 3.27497)
H (3.40224, 2.38365, 1.94325)
C (5.74740, 0.02285, 0.24932)
C (4.53022, 0.21947, -0.72691)
C (4.82514, 0.28548, -2.21916)
O (5.41477, -0.95227, -2.40235)
C (6.22929, -0.98011, -3.65206)
N (3.56680, -0.85379, -0.63594)
H (3.92025, -1.60700, -1.18275)
H (3.68332, -1.27325, 0.31465)
H (2.10914, 0.15191, -1.69873)
H (6.17357, -0.93866, -0.01688)
H (5.43990, -0.05586, 1.31945)
H (6.50226, 0.83356, 0.24203)
H (4.09758, 1.19445, -0.44544)
H (5.38140, 1.14973, -2.52429)
H (3.79959, 0.35076, -2.70458)
H (5.80623, -1.66441, -4.41991)
H (7.23915, -1.23955, -3.38113)
H (6.24798, 0.04114, -4.01855)
O (1.06839, 0.34652, -1.89262)
C (-1.88729, 0.27928, -4.19745)
O (-1.63077, 0.61494, -5.27373)
O (-1.75572, -0.03717, -3.07130)
H (1.03386, 1.31137, -1.74658)

Löwdin atomic charge list, values in e, 2 entries: Cl 0.036; C -0.001

=====

2.
Here is 4 unconnected molecules or ions with the total composition C19H40Br2O5 from the OMol25 dataset. Energies are from wB97M-V/def2-TZVPD.

Multiplicity ... 1
Kohn-Sham gap ... 9.8 eV
DFT total energy ... -170673.445 eV
E_HOMO ... -0.34534 Eh
Structure (SMILES) ... C[C@H](Br)[C@H](Br)[C@@H]1COC(=O)C1.CCOCC.CCOCC.CCOCC
Energy relative to the best compared isomer or geometry (same formula, charge and spin) ... 0.00 kcal/mol
Largest force on an atom ... 0.0127 hartree/bohr
M ... 508.3 g mol⁻¹

Cartesian coordinates (Å):
C (-6.86278, -0.68327, 0.57321)
C (-5.36593, -0.53781, 0.35338)
Br (-4.63368, 0.78060, 1.58897)
C (-4.90462, -0.12310, -1.05730)
Br (-6.04280, -0.84257, -2.46059)
C (-3.45309, -0.51404, -1.30144)
C (-2.75115, 0.08155, -2.52257)
O (-1.52816, -0.70174, -2.63407)
C (-1.63417, -1.81486, -1.85718)
O (-0.68895, -2.45339, -1.50862)
C (-3.09296, -1.98807, -1.49795)
H (-7.06348, -0.79981, 1.64218)
H (-7.22396, -1.58034, 0.06077)
H (-7.41505, 0.18910, 0.21372)
H (-4.86881, -1.47630, 0.61851)
H (-4.98100, 0.96630, -1.13230)
H (-2.89605, -0.15925, -0.41984)
H (-3.32556, -0.05999, -3.44241)
H (-2.45056, 1.12076, -2.38012)
H (-3.58420, -2.34993, -2.41136)
H (-3.28683, -2.68505, -0.68510)
C (2.98621, 0.74057, 1.34956)
C (1.68803, 1.15764, 2.01794)
O (0.53517, 0.98363, 1.21353)
C (0.26544, -0.34593, 0.80093)
C (0.02534, -1.31938, 1.94068)
H (3.12826, 1.28707, 0.41605)
H (3.82387, 0.95556, 2.01418)
H (3.00843, -0.32618, 1.12314)
H (1.72098, 2.22507, 2.23973)
H (1.57090, 0.64067, 2.97747)
H (1.05083, -0.71682, 0.13515)
H (-0.63739, -0.26573, 0.19549)
H (0.91007, -1.44793, 2.56549)
H (-0.23714, -2.29621, 1.53237)
H (-0.79175, -0.97130, 2.57583)
C (1.57212, 2.50952, 6.23571)
C (2.93226, 1.85481, 6.40047)
O (3.81217, 2.07535, 5.31205)
C (4.13720, 3.42610, 5.03613)
C (4.82090, 4.14963, 6.18337)
H (1.09537, 2.16716, 5.31583)
H (0.92616, 2.25429, 7.07643)
H (1.64289, 3.59718, 6.19453)
H (2.81635, 0.77182, 6.44844)
H (3.39721, 2.16709, 7.34262)
H (3.24825, 3.97957, 4.71187)
H (4.81011, 3.37817, 4.17950)
H (4.17346, 4.24184, 7.05618)
H (5.09744, 5.15715, 5.87055)
H (5.72533, 3.61993, 6.48515)
C (1.45201, -1.11685, -7.80517)
C (0.69381, -2.33614, -7.30794)
O (1.45965, -3.20496, -6.49609)
C (1.97864, -2.64082, -5.30128)
C (0.92249, -2.10334, -4.35307)
H (2.34603, -1.41894, -8.35224)
H (0.81666, -0.53381, -8.47330)
H (1.75837, -0.46325, -6.98763)
H (0.38656, -2.94819, -8.15668)
H (-0.22147, -2.02742, -6.78895)
H (2.71595, -1.86315, -5.53395)
H (2.52137, -3.45755, -4.82497)
H (0.36487, -1.27007, -4.78186)
H (1.39065, -1.74765, -3.43605)
H (0.21376, -2.88699, -4.08711)

Löwdin atomic charge list, values in e, 2 entries: C -0.187; C -0.771

=====

3.
Here is a molecular structure, B4F16Li in a non-equilibrium geometry from the OMol25 dataset. Energies are from wB97M-V/def2-TZVPD.

Multiplicity ... 1
Total charge ... -3
Kohn-Sham gap ... 10.2 eV
DFT total energy ... -46419.000 eV
E_HOMO ... -0.09689 Eh
Energy relative to the best compared isomer or geometry (same formula, charge and spin) ... 0.00 kcal/mol
Largest force on an atom ... 0.0517 hartree/bohr
M ... 354.2 g mol⁻¹

Cartesian coordinates (Å):
Li (0.47075, -0.53055, 0.17974)
B (2.76808, 0.07352, -0.04584)
F (1.96114, 0.08865, -1.18954)
F (2.20714, -0.63720, 1.01450)
F (3.98957, -0.59969, -0.41730)
F (3.14458, 1.36661, 0.36534)
B (-0.80823, -2.88253, 0.69653)
F (-1.76971, -3.28200, -0.23504)
F (-1.08434, -1.53405, 1.10229)
F (-0.82230, -3.74949, 1.82052)
F (0.48615, -2.92617, 0.13778)
B (-2.16510, 0.20451, -1.87418)
F (-2.13396, 0.66714, -3.22963)
F (-2.46587, 1.24166, -0.99700)
F (-3.15215, -0.80485, -1.83805)
F (-0.88482, -0.34351, -1.54603)
B (0.04064, 2.72547, 1.20056)
F (0.17048, 1.37179, 0.78587)
F (-1.20348, 2.93815, 1.81604)
F (1.06791, 3.01392, 2.15125)
F (0.18354, 3.59862, 0.10218)

Löwdin atomic charge list, values in e, 2 entries: Li 0.744; B -1.251

=====

4.
Here is a molecular structure, C6H11N in a non-equilibrium geometry from the OMol25 dataset. Energies are from wB97M-V/def2-TZVPD.

Multiplicity ... 1
Kohn-Sham gap ... 8.3 eV
DFT total energy ... -7882.695 eV
E_HOMO ... -0.29690 Eh
Energy relative to the best compared isomer or geometry (same formula, charge and spin) ... 180.70 kcal/mol
Largest force on an atom ... 0.0725 hartree/bohr
M ... 97.2 g mol⁻¹

Cartesian coordinates (Å):
C (-0.28717, 0.66577, 0.19959)
C (-1.62587, 0.22677, -1.34170)
C (0.55020, -1.35537, -0.86544)
C (-0.90650, 0.07143, 1.42597)
N (0.27798, 0.07643, -0.85521)
C (1.95578, 0.72066, 0.80951)
C (3.09137, 1.08054, 1.08086)
H (-0.33576, 1.74799, 0.12709)
H (0.01206, -1.94395, -0.12051)
H (1.61901, -1.44664, -0.67802)
H (-2.10676, -0.69052, -1.02104)
H (-1.34545, 0.23512, -2.38794)
H (-2.17284, 1.12766, -1.07990)
H (0.32889, -1.73379, -1.86472)
H (-0.22834, 0.29450, 2.25267)
H (-1.03854, -1.00703, 1.37076)
H (-1.87102, 0.54314, 1.62601)
H (4.08296, 1.38728, 1.32203)

Löwdin atomic charge list, values in e, 2 entries: C -0.339; C 0.081

=====

5.
Here is CH4N2O2S in the gas phase in a non-equilibrium geometry from the OMol25 dataset. Energies are from wB97M-V/def2-TZVPD.

Multiplicity ... 1
Kohn-Sham gap ... 8.4 eV
DFT total energy ... -19008.830 eV
E_HOMO ... -0.29953 Eh
Energy relative to the best compared isomer or geometry (same formula, charge and spin) ... 71.36 kcal/mol
Largest force on an atom ... 0.0888 hartree/bohr
M ... 108.1 g mol⁻¹

Cartesian coordinates (Å):
C (0.34931, -0.35471, -0.08963)
N (-0.63786, -1.53579, -0.16811)
N (-0.12039, 0.91067, -0.34178)
O (2.56634, 0.84150, 0.08925)
O (-1.23065, 1.28489, 0.29129)
S (2.01504, -0.54087, 0.05520)
H (-1.42222, -1.26318, 0.39771)
H (-0.21721, -2.45399, 0.10514)
H (0.65412, 1.40525, -0.04338)
H (-1.95648, 1.70624, -0.29568)

Löwdin atomic charge list, values in e, 2 entries: C -0.555; N 0.061

=====

6.
Here is 2 unconnected molecules or ions with the total composition C6H16N3 in a non-equilibrium geometry from the OMol25 dataset. Energies are from wB97M-V/def2-TZVPD.

Multiplicity ... 1
Total charge ... +1
Kohn-Sham gap ... 7.2 eV
DFT total energy ... -10939.753 eV
E_HOMO ... -0.40768 Eh
Energy relative to the best compared isomer or geometry (same formula, charge and spin) ... 117.52 kcal/mol
Largest force on an atom ... 0.0804 hartree/bohr
M ... 130.2 g mol⁻¹

Cartesian coordinates (Å):
C (-0.53277, 1.26078, 0.35439)
C (-1.45416, -1.51661, -1.35685)
C (-1.76312, 1.86688, -0.05956)
C (-2.36994, -3.50396, -0.62221)
C (1.93092, 0.07508, 1.38256)
C (3.00499, 2.03152, 0.49596)
N (0.66797, 1.84584, 0.25440)
N (-1.46664, -2.79957, -1.48673)
N (1.84286, 1.26595, 0.66115)
H (-0.55239, 0.18013, 0.39766)
H (-0.75103, -0.84088, -1.95765)
H (-1.78112, 3.01111, -0.02278)
H (-2.60709, 1.64091, 0.57954)
H (-2.24683, 1.43905, -1.07452)
H (-2.27288, -3.21393, 0.40439)
H (-3.48149, -3.47855, -0.85779)
H (-2.01354, -4.49323, -0.69268)
H (1.11739, -0.67379, 1.09475)
H (2.89029, -0.50231, 1.26344)
H (1.84135, 0.24564, 2.44415)
H (2.90094, 2.89685, -0.17805)
H (3.65971, 2.18017, 1.44155)
H (3.75557, 1.46685, -0.13652)
H (0.78369, 2.95083, -0.00471)
H (-1.10268, -3.33477, -2.32389)

Löwdin atomic charge list, values in e, 2 entries: C -0.103; C -0.032

=====

7.
Here is a gas-phase ion, C4H2NO3 (charge -1) in a non-equilibrium geometry from the OMol25 dataset. Energies are from wB97M-V/def2-TZVPD.

Multiplicity ... 1
Total charge ... -1
Kohn-Sham gap ... 6.4 eV
DFT total energy ... -11810.187 eV
E_HOMO ... -0.10452 Eh
Structure (SMILES) ... O=C=C/C=C(\[O-])N=O
Energy relative to the best compared isomer or geometry (same formula, charge and spin) ... 93.04 kcal/mol
Largest force on an atom ... 0.0640 hartree/bohr
M ... 112.1 g mol⁻¹

Cartesian coordinates (Å):
O (2.96919, 0.18038, -1.72642)
C (2.13278, 0.16739, -0.88721)
C (1.18423, 0.16012, 0.00569)
C (-0.19531, 0.41720, -0.24872)
C (-1.12205, 0.13531, 0.78423)
O (-0.95996, 0.12266, 2.00368)
N (-2.13549, -0.34149, -0.04028)
O (-2.75806, -1.38863, 0.32259)
H (1.41977, -0.04295, 1.04397)
H (-0.53509, 0.59002, -1.25752)

Löwdin atomic charge list, values in e, 2 entries: O 0.097; C -0.195